# 1
A cluster of 2 separate species, C8H7I2NSi in total, computed with ωB97M-V with the def2-TZVPD basis set.

As for the HOMO-LUMO gap (alpha / beta): 7.275 / 5.300 eV. The total charge is 0. The HOMO energy (alpha / beta) comes out at -0.3505 / -0.3073 Ha.

Atoms and positions in Å:
I 2.61470 1.80789 1.16853
I 5.72471 -1.62778 0.43027
Si 2.37427 0.10208 -0.63847
N 1.98029 1.61564 -3.22527
C -2.22752 0.83841 -0.42970
C -1.84773 -0.12645 1.76358
C 2.14773 0.96474 -2.27339
C -0.58419 -0.56151 1.35118
C -1.02497 0.27705 -0.81197
C -0.23754 -0.49959 -0.00003
C -2.63056 0.59470 0.85203
C 1.00521 -1.23362 -0.37370
H 0.03202 -1.04498 2.23120
H -3.65640 0.90159 1.30307
H -2.91502 1.28607 -1.18776
H -2.11329 -0.31377 2.86512
H 0.96767 -1.49394 -1.51058
H -0.79563 0.55267 -1.83453
H 1.18626 -2.03922 0.32042

***

# 2
A cluster of 2 separate species, C8H7I3Si in total, computed with ωB97M-V with the def2-TZVPD basis set.

As for the HOMO-LUMO gap (alpha / beta): 6.342 / 6.344 eV. The total charge is 0. The HOMO energy (alpha / beta) comes out at -0.3230 / -0.3231 Ha.

Atoms and positions in Å:
I -3.95994 -1.82550 0.41624
I -1.59930 -2.89024 -2.47213
I 0.21099 -2.06202 2.92258
Si -0.99499 -0.19807 1.66686
C 0.67131 0.88787 -1.54799
C 0.28534 1.20918 1.76428
C 1.49215 -0.25167 -1.27834
C -0.58436 -1.65219 -0.86409
C 0.76356 1.92434 0.72925
C 0.87350 -1.39861 -0.93827
C 0.32556 1.76917 -0.66267
C -1.21476 -0.90634 -0.02642
H -2.27848 0.16484 2.23746
H 0.35604 1.34374 2.79330
H -0.24610 2.61072 -0.89498
H 1.42241 2.78527 0.70482
H 1.59040 -2.19246 -0.61503
H 0.38398 0.88352 -2.59742
H 2.50270 -0.20155 -1.33743

***

# 3
A structure of composition C8H7IrN4O4SSe3Te, computed with ωB97M-V with the def2-TZVPD basis set.

As for the spin multiplicity: 2. As for the HOMO-LUMO gap (alpha / beta): 5.869 / 5.140 eV. The total charge is -1. The HOMO energy (alpha / beta) comes out at -0.1583 / -0.1592 Ha.

Atoms and positions in Å:
Ir 0.92505 -0.44662 1.31428
Te 3.03125 1.44335 -1.75500
Se 0.99274 2.91223 -1.15115
Se 3.57226 0.56129 0.43585
Se 0.47822 2.40081 0.96122
S 2.17398 -2.58728 0.99496
O 0.61540 -1.19935 3.61535
O 1.84766 0.49460 3.20370
O 1.62624 -0.19690 5.25967
O -1.22547 -0.41089 1.24950
N 1.51231 -1.62680 -1.43945
N 1.36411 -0.30686 4.07298
N 3.21064 -3.13675 -1.36963
N 0.54156 -0.95161 -0.75136
C -0.32484 -0.33899 -1.48497
C -2.27413 1.05676 -1.91423
C 2.26669 -2.38843 -0.72398
C -3.79663 1.66107 -0.17392
C -1.49627 0.31899 -1.00680
C -3.40082 1.73104 -1.51745
C -3.06527 0.94376 0.73640
C -1.87807 0.25851 0.36384
H 3.97954 -3.44607 -0.80161
H -0.15270 -0.37516 -2.55760
H 3.42594 -2.86527 -2.31459
H -3.97482 2.31162 -2.22834
H -4.68503 2.19144 0.14893
H -3.34468 0.89120 1.78111
H -1.94488 1.10031 -2.94769

***

# 4
A structure of composition C8H7N13SbSe4V, computed with ωB97M-V with the def2-TZVPD basis set.

As for the spin multiplicity: 3. As for the HOMO-LUMO gap (alpha / beta): 5.236 / 5.261 eV. The total charge is -2. The HOMO energy (alpha / beta) comes out at -0.0585 / -0.0594 Ha.

Atoms and positions in Å:
Sb 3.27532 0.18828 2.98774
Se 0.84747 -0.43662 3.34957
Se 3.50668 2.59435 3.25608
Se 3.06594 -0.51550 0.61357
Se 4.79248 -1.19015 4.25899
V 0.60398 -0.53518 0.99927
N -2.27085 0.88987 0.70775
N -1.03969 -4.35221 -0.19180
N 0.28872 -4.54921 -0.36798
N 0.12086 3.32938 -0.74348
N 0.95508 -3.51844 -0.00071
N -3.49929 0.64861 0.41558
N -2.32691 -2.57648 0.68747
N -1.62204 -0.28858 0.89052
N 0.36295 -0.28334 -1.29405
N -3.72157 -0.68073 0.34192
N 0.09825 1.02491 -3.03707
N 0.50106 1.60240 0.55300
N 0.09154 -2.59036 0.48899
C 0.21516 3.80080 0.55570
C 0.28892 1.99107 -0.67899
C 0.45579 2.72114 1.34257
C 0.13578 -0.27791 -3.50610
C 0.29614 -1.06762 -2.40980
C 0.24791 0.96173 -1.69309
C -2.54407 -1.21005 0.64115
C -1.11190 -3.14185 0.33947
H 0.64298 2.65558 2.40030
H 0.03975 1.85390 -3.59850
H 0.13221 4.84692 0.78570
H 0.37097 -2.14087 -2.33873
H 0.04054 -0.50846 -4.55152
H -3.10847 -3.11387 0.34626
H -0.13168 3.86849 -1.54977

***

# 5
A structure of composition C8H7N2O3PtS2, computed with ωB97M-V with the def2-TZVPD basis set.

As for the HOMO-LUMO gap (alpha / beta): 6.063 / 6.059 eV. The total charge is -1. The HOMO energy (alpha / beta) comes out at -0.1703 / -0.1712 Ha.

Atoms and positions in Å:
Pt -0.12075 0.98541 0.03750
S 0.14852 2.30742 1.92966
S 2.22489 1.26234 -0.42991
O -3.10433 -0.16362 0.00882
O -1.55074 0.52772 -1.44665
O -0.48137 -1.53424 0.58231
N 2.27807 4.86817 3.27145
N 4.91165 3.55619 0.37314
C 2.05130 4.02302 2.52456
C 1.71253 2.98957 1.64387
C -0.48867 -1.97168 -1.79570
C -1.33470 -1.70213 -0.55539
C 2.58433 2.54954 0.66549
C -2.31363 -2.83806 -0.28817
C -2.08088 -0.30946 -0.64164
C 3.85865 3.11436 0.51847
H -1.77069 -3.77415 -0.14470
H -1.11668 -1.98797 -2.68235
H 0.19007 -2.22517 0.56804
H 0.26556 -1.18964 -1.91754
H -2.99474 -2.94235 -1.12859
H 0.01155 -2.93772 -1.70382
H -2.87994 -2.60755 0.61114

***

# 6
An isolated molecule of C8H7N3O, computed with ωB97M-V with the def2-TZVPD basis set.

As for the SMILES: Cn1nnc2ccccc2c1=O. As for the HOMO-LUMO gap: 8.994 eV. The total charge is 0. The HOMO energy comes out at -0.3502 Ha.

Atoms and positions in Å:
O 1.45831 1.89728 -0.05255
N 0.25207 -2.05521 -0.41916
N 1.50089 -1.66981 -0.20689
N 1.89500 -0.31236 0.27164
C -0.54784 -0.99338 -0.12088
C -2.73327 0.95521 -0.05063
C -0.48998 0.36460 -0.24586
C 0.99161 0.79318 -0.15521
C -2.91105 -0.40380 0.15253
C 3.35273 0.04222 0.12580
C -1.94064 -1.37588 0.19012
C -1.49612 1.37512 -0.21523
H 3.39972 0.47147 -0.90741
H -3.58302 1.77314 -0.10023
H -2.20866 -2.28503 0.35586
H -1.03528 2.33929 -0.29661
H 3.98318 0.84518 0.79855
H -3.88342 -0.74554 0.54864
H 3.99577 -1.01569 0.32752